Computed, not measured: 2 unconnected molecules or ions with the total composition C5H14, with ωB97M-V with the def2-TZVPD basis set.

The geometry in ORCA input format:
```
! RIJCOSX wB97M-V def2-TZVPD def2/J DEFGRID3
* xyz 0 1
C 1.079 0.207 1.041
C 2.614 -0.005 1.037
C 0.906 1.764 1.188
H 0.575 -0.303 1.817
H 0.488 -0.246 0.274
H 2.779 -0.758 0.118
H 3.232 0.907 0.815
H 0.359 2.032 0.390
H 3.004 -0.496 1.900
H 1.870 2.306 1.321
H 0.224 2.106 2.046
C -1.399 -0.725 -1.378
C -2.874 -1.192 -1.519
H -0.743 -1.453 -0.959
H -1.111 -0.464 -2.451
H -1.368 0.105 -0.782
H -2.934 -1.759 -2.393
H -3.554 -0.487 -1.908
H -3.148 -1.539 -0.555
*
```

Summary:
**Kohn-Sham gap**: 11.831 eV
**Total energy**: -5410.12613 eV
**SMILES**: CCC.CC
**LUMO energy**: 1.062 eV
**HOMO energy**: -0.3957 Eh
**Relative energy (zero: lowest compared OMol25 entry of this formula, charge and spin)**: 44.4 kcal per mole

Atom charges from the Mulliken analysis, given in e for atoms 1 to 5: number 1, C, carries 0.5267; number 2, C, carries -1.0884; number 3, C, carries -1.0781; number 4, H, carries 0.3726; number 5, H, carries -0.4649

Computed, not measured: 3 unconnected molecules or ions with the total composition C15H35IN2O7PS, with ωB97M-V with the def2-TZVPD basis set.

The geometry in ORCA input format:
```
! RIJCOSX wB97M-V def2-TZVPD def2/J DEFGRID3
* xyz 1 1
C -1.809 -1.466 2.489
C -2.857 -0.375 2.201
N -2.323 1.004 2.175
N -2.103 1.542 0.841
C -1.192 0.713 -0.033
C 0.230 0.492 0.487
C 1.319 1.274 -0.248
C 2.568 0.454 -0.423
O 2.270 -0.646 -1.297
C 2.594 -0.461 -2.589
O 1.809 -0.621 -3.469
C -3.465 1.743 0.202
C -3.774 0.797 -0.962
O -4.244 -0.279 -0.803
I -3.428 1.575 -2.923
P -1.447 3.237 1.125
O -0.392 2.891 2.242
O -2.593 3.917 1.975
S -0.928 4.141 -0.459
H -0.807 -1.054 2.599
H -2.057 -2.019 3.389
H -1.764 -2.187 1.673
H -3.356 -0.598 1.263
H -3.607 -0.386 2.988
H -1.439 1.044 2.669
H -1.676 -0.247 -0.190
H -1.150 1.210 -1.000
H 0.436 -0.570 0.347
H 0.321 0.655 1.560
H 1.594 2.159 0.332
H 0.968 1.633 -1.215
H 2.927 0.056 0.524
H 3.353 1.098 -0.825
H 3.639 -0.180 -2.764
H -3.565 2.760 -0.170
H -4.211 1.584 0.976
H -0.388 3.564 2.942
H -3.107 4.510 1.401
C 1.651 0.525 5.206
C 2.743 0.164 4.211
C 4.127 0.466 4.758
O 2.532 0.856 2.970
H 1.682 1.595 5.432
H 0.665 0.295 4.798
H 1.770 -0.022 6.141
H 2.672 -0.895 3.961
H 4.227 1.534 4.971
H 4.893 0.198 4.031
H 4.315 -0.084 5.679
H 2.600 1.798 3.159
C 0.496 -4.478 -5.834
C -0.512 -3.340 -5.790
C -0.263 -2.327 -6.898
O -0.493 -2.701 -4.514
H 1.508 -4.090 -5.691
H 0.298 -5.195 -5.037
H 0.463 -5.002 -6.790
H -1.520 -3.746 -5.890
H 0.728 -1.879 -6.783
H -0.998 -1.524 -6.854
H -0.315 -2.794 -7.882
H 0.384 -2.318 -4.385
*
```

Summary:
**Kohn-Sham gap**: 8.275 eV
**Total energy**: -61654.08969 eV
**LUMO energy**: -3.198 eV
**HOMO energy**: -0.4216 Eh
**Relative energy (zero: lowest compared OMol25 entry of this formula, charge and spin)**: 0.0 kcal per mole

Atom charges from the Mulliken analysis, given in e for atoms 1 to 5: number 1, C, carries -1.0425; number 2, C, carries -0.2884; number 3, N, carries -0.5370; number 4, N, carries 0.9539; number 5, C, carries -1.2434

Computed, not measured: 10 unconnected molecules or ions with the total composition C31H67NO9P2, with ωB97M-V with the def2-TZVPD basis set.

The geometry in ORCA input format:
```
! RIJCOSX wB97M-V def2-TZVPD def2/J DEFGRID3
* xyz 0 1
C 0.718 -2.835 -4.388
C 1.788 -1.824 -4.764
C 3.160 -2.482 -4.779
C 1.765 -0.647 -3.789
P 0.232 0.370 -4.000
P 1.154 2.193 -3.240
N 1.574 2.165 -1.731
H 0.949 -3.263 -3.411
H -0.274 -2.380 -4.340
H 0.676 -3.642 -5.115
H 1.574 -1.460 -5.773
H 3.283 -3.135 -3.914
H 3.966 -1.751 -4.747
H 3.294 -3.083 -5.678
H 1.834 -1.014 -2.765
H 2.627 0.004 -3.939
H -0.430 0.161 -2.775
H 2.237 2.364 -4.121
H 0.245 3.222 -3.544
H 2.576 2.282 -1.607
C -2.170 -6.429 -6.949
C -1.571 -5.047 -6.844
O -0.377 -4.867 -6.855
C -2.543 -3.897 -6.719
H -1.380 -7.169 -7.032
H -2.784 -6.639 -6.071
H -2.825 -6.487 -7.821
H -3.168 -4.030 -5.834
H -3.210 -3.874 -7.584
H -1.999 -2.959 -6.649
C 0.693 0.289 3.462
C 1.625 -0.049 2.317
O 2.119 -1.150 2.229
C 1.877 1.039 1.310
H 0.568 -0.575 4.112
H 1.089 1.134 4.029
H -0.280 0.593 3.070
H 2.304 1.916 1.802
H 0.946 1.352 0.834
H 2.552 0.689 0.535
C 4.674 4.961 -4.267
C 4.334 4.664 -2.827
O 4.625 3.611 -2.309
C 3.578 5.724 -2.069
H 5.185 4.108 -4.708
H 3.763 5.192 -4.823
H 5.309 5.847 -4.327
H 2.629 5.917 -2.573
H 4.131 6.664 -2.053
H 3.405 5.371 -1.055
C -0.453 4.457 -0.412
C -1.666 5.250 -0.821
O -1.604 6.388 -1.231
C -2.961 4.484 -0.722
H 0.452 5.043 -0.560
H -0.524 4.158 0.636
H -0.390 3.545 -1.007
H -3.103 4.131 0.302
H -2.875 3.607 -1.366
H -3.806 5.101 -1.021
C -2.751 -0.623 -0.186
C -3.258 0.548 -0.993
O -2.500 1.349 -1.488
C -4.754 0.671 -1.145
H -1.665 -0.604 -0.146
H -3.159 -0.586 0.826
H -3.089 -1.560 -0.633
H -5.225 0.749 -0.163
H -5.156 -0.223 -1.625
H -4.997 1.547 -1.740
C 5.235 -3.416 4.939
C 3.840 -3.703 5.452
O 3.666 -4.245 6.521
C 2.703 -3.276 4.566
H 5.975 -3.763 5.656
H 5.387 -3.910 3.978
H 5.355 -2.345 4.768
H 2.780 -3.757 3.590
H 2.737 -2.202 4.382
H 1.753 -3.526 5.031
C 0.586 8.532 -3.029
C 1.566 8.413 -4.170
O 2.259 7.431 -4.316
C 1.636 9.579 -5.126
H 0.605 7.640 -2.410
H 0.824 9.410 -2.425
H -0.425 8.673 -3.417
H 1.904 10.489 -4.587
H 0.656 9.749 -5.577
H 2.370 9.380 -5.903
C -2.661 -4.015 5.546
C -1.233 -3.673 5.891
O -0.562 -2.938 5.202
C -0.681 -4.298 7.149
H -2.943 -3.519 4.619
H -2.769 -5.095 5.431
H -3.317 -3.702 6.359
H -0.733 -5.387 7.075
H -1.299 -4.006 8.000
H 0.351 -3.992 7.298
C -5.906 -5.296 9.018
C -4.477 -4.922 9.330
O -3.840 -4.188 8.611
C -3.884 -5.514 10.585
H -6.223 -4.814 8.097
H -5.995 -6.379 8.919
H -6.559 -4.992 9.838
H -3.912 -6.604 10.534
H -4.474 -5.217 11.453
H -2.857 -5.178 10.705
*
```

Summary:
**Kohn-Sham gap**: 8.480 eV
**Total energy**: -71727.67913 eV
**SMILES**: CC(C)CP[PH2]=N.CC(C)=O.CC(C)=O.CC(C)=O.CC(C)=O.CC(C)=O.CC(C)=O.CC(C)=O.CC(C)=O.CC(C)=O
**LUMO energy**: 0.479 eV
**HOMO energy**: -0.2940 Eh

Atom charges from the Mulliken analysis, given in e for atoms 1 to 5: number 1, C, carries -1.3289; number 2, C, carries 0.8233; number 3, C, carries -1.6000; number 4, C, carries -0.9592; number 5, P, carries -0.1934

Computed, not measured: 5 unconnected molecules or ions with the total composition C20H38ClN7O7, with ωB97M-V with the def2-TZVPD basis set.

The geometry in ORCA input format:
```
! RIJCOSX wB97M-V def2-TZVPD def2/J DEFGRID3
* xyz 0 1
N -0.508 7.561 0.147
C -1.201 6.233 -0.022
C -0.485 4.789 0.201
C -1.440 3.535 -0.034
C -0.719 2.039 0.195
C -1.599 1.270 1.390
C -0.612 0.048 1.960
O 0.496 0.720 2.700
N -2.856 3.442 -0.372
N -3.354 4.682 -0.515
C -4.865 4.673 -0.851
O -5.329 4.250 -2.041
O -5.793 5.118 0.241
C -2.742 5.998 -0.413
Cl -3.779 7.522 -0.743
H -0.467 7.718 1.193
H 0.455 7.528 -0.257
H 0.643 4.643 0.478
H -0.844 1.451 -0.817
H 0.411 2.186 0.517
H -1.914 2.008 2.260
H -2.534 0.785 0.872
H -1.235 -0.689 2.625
H -0.108 -0.490 1.023
H 0.564 0.324 3.621
C 3.293 -2.878 4.501
C 2.845 -1.593 3.862
O 1.656 -1.314 3.722
N 3.801 -0.722 3.430
C 5.235 -0.860 3.500
H 2.417 -3.465 4.792
H 3.881 -3.465 3.790
H 3.879 -2.666 5.399
H 3.418 0.118 3.012
H 5.629 -0.020 4.077
H 5.630 -0.813 2.482
H 5.542 -1.798 3.966
C 6.748 -2.728 -0.909
C 6.852 -3.122 0.538
O 7.128 -2.310 1.417
N 6.629 -4.427 0.866
C 6.296 -5.526 -0.007
H 6.952 -1.658 -1.011
H 7.485 -3.278 -1.501
H 5.738 -2.924 -1.280
H 6.718 -4.611 1.859
H 5.338 -5.939 0.319
H 7.070 -6.290 0.099
H 6.225 -5.221 -1.052
C -0.108 -3.567 1.836
C 0.276 -4.942 1.367
O 1.283 -5.514 1.777
N -0.531 -5.560 0.458
C -1.746 -5.066 -0.143
H 0.632 -3.208 2.558
H -0.129 -2.874 0.991
H -1.084 -3.597 2.329
H -0.204 -6.482 0.193
H -2.552 -5.762 0.101
H -1.605 -5.046 -1.226
H -2.009 -4.067 0.209
C -6.355 4.470 -6.174
C -6.840 3.212 -6.839
O -7.210 3.195 -8.011
N -6.864 2.064 -6.104
C -6.476 1.873 -4.728
H -6.395 5.298 -6.887
H -6.997 4.716 -5.323
H -5.319 4.345 -5.847
H -7.204 1.262 -6.624
H -5.680 1.126 -4.701
H -7.343 1.493 -4.181
H -6.127 2.796 -4.261
*
```

Summary:
**Kohn-Sham gap**: 6.432 eV
**Total energy**: -58633.21919 eV
**LUMO energy**: -2.122 eV
**HOMO energy**: -0.3144 Eh

Atom charges from the Mulliken analysis, given in e for atoms 1 to 5: number 1, N, carries -0.5125; number 2, C, carries -0.0940; number 3, C, carries -0.3858; number 4, C, carries 0.3159; number 5, C, carries -0.4308

Among the records above, which one has the highest Kohn-Sham gap? C5H14